This record from the OMol25 dataset describes a molecular structure, C7H11CoI2N2OS. The level of theory is ωB97M-V/def2-TZVPD.

Values from the calculation:
LUMO level (spin up / spin down): 4.19 / 4.18 eV
Multiplicity: 5
HOMO-LUMO gap (spin up / spin down): 1.745 / 3.051 eV
Energy relative to the best compared isomer or geometry (same formula, charge and spin): 414.3 kJ/mol
Net charge: -2
HOMO level (spin up / spin down): 2.45 / 1.13 eV

Last column: Löwdin spin population.
CARTESIAN COORDINATES (ANGSTROEM)
C (2.915093, 1.944422, -0.708426)  0.0018
I (4.666825, 1.087502, -0.258654)  0.0068
H (2.903420, 2.995744, -0.982490)  0.0003
H (2.491127, 1.394333, -1.590150)  -0.0004
H (2.375647, 1.758041, 0.217539)  0.0015
C (-0.213666, -1.874311, -3.721873)  0.0054
C (-0.584558, -0.490438, -1.975930)  0.0573
N (-0.329240, -1.774657, -2.340720)  0.0059
H (-0.527293, -0.255135, -5.210751)  0.0014
I (-2.854988, -0.528469, -0.317043)  0.2943
N (-0.809280, 0.181802, -3.146584)  0.0041
H (0.039856, -2.766555, -4.243007)  0.0022
Co (-0.449673, 0.453431, -0.107719)  2.3950
C (-2.015162, 1.602448, -0.090165)  0.5094
O (-1.486745, 2.660230, -0.077831)  0.3551
C (-0.492941, -0.630113, -4.218484)  0.0037
C (-1.294992, 1.547905, -3.273246)  0.0074
H (-1.584153, 1.666599, -4.325100)  0.0007
H (-0.500297, 2.273860, -3.050737)  0.0012
H (-2.187408, 1.763668, -2.668656)  0.0038
C (-0.168057, -2.924295, -1.457850)  0.0110
H (0.492112, -3.646547, -1.951273)  0.0006
H (-1.129595, -3.438469, -1.265536)  0.0045
H (0.273082, -2.594288, -0.499907)  0.0073
S (0.827083, -0.412908, 1.167088)  0.3199

Atoms 1-2, force components in eV/Å:
C -2.480 0.220 -1.273
I 2.626 -0.740 0.263